# 1
A structure of composition C9H31N11Na4O10S, computed with ωB97M-V/def2-TZVPD.

Last column: natural (NBO) charge in e.
Atoms and positions in Å:
Na1 3.46 -1.00 -0.61  0.877
Na2 1.30 -4.87 -1.27  0.448
Na3 2.72 -3.35 1.70  0.734
Na4 0.99 -3.00 -3.80  0.920
S1 0.56 -1.68 -0.79  2.627
O1 -0.48 -0.66 -0.80  -1.058
O2 1.56 -1.34 -1.82  -1.174
O3 1.30 -1.65 0.48  -1.174
O4 -0.04 -2.95 -1.05  -1.145
C1 2.10 2.42 1.14  -0.623
C2 2.59 1.72 2.36  -0.053
C3 2.99 2.57 3.57  -0.062
O5 4.08 3.43 3.43  -0.522
C4 4.53 3.88 4.62  -0.238
N1 1.59 0.82 2.76  -0.804
H1 1.13 2.90 1.29  0.250
H2 2.02 1.71 0.31  0.175
H3 2.74 3.24 0.82  0.233
H4 3.41 1.05 2.08  0.115
H5 3.08 1.92 4.44  0.159
H6 2.08 3.13 3.82  0.180
H7 4.50 3.06 5.33  0.155
H8 3.99 4.72 5.06  0.170
H9 5.55 4.25 4.50  0.192
H10 1.40 0.16 2.03  0.350
H11 2.01 0.16 3.40  0.332
C5 -1.13 -3.74 2.94  0.720
O6 -1.42 -4.53 3.78  -0.639
N2 -1.40 -2.55 3.11  -0.771
N3 -0.36 -3.86 1.90  -0.878
H12 -2.31 -2.47 3.55  0.420
H13 -1.06 -2.00 2.33  0.367
H14 0.29 -4.63 1.99  0.372
H15 -0.24 -3.14 1.21  0.402
C6 1.21 1.41 -3.66  0.747
O7 1.21 2.34 -4.41  -0.633
N4 1.23 0.15 -4.02  -0.894
N5 1.05 1.62 -2.36  -0.851
H16 1.35 -0.53 -3.28  0.389
H17 1.33 -0.11 -4.99  0.402
H18 0.72 2.51 -2.03  0.431
H19 0.66 0.77 -1.99  0.378
C7 -2.35 -3.35 -3.65  0.738
O8 -3.05 -3.64 -4.66  -0.634
N6 -2.54 -3.96 -2.51  -0.846
N7 -1.40 -2.48 -3.47  -0.917
H20 -3.46 -4.37 -2.40  0.421
H21 -2.04 -3.81 -1.65  0.392
H22 -1.13 -1.84 -4.21  0.410
H23 -1.17 -2.40 -2.49  0.423
C8 -2.12 3.31 -1.22  0.742
O9 -1.69 3.86 -0.16  -0.704
N8 -2.02 2.10 -1.63  -0.807
N9 -2.99 3.92 -1.99  -0.806
H24 -1.42 1.44 -1.16  0.399
H25 -2.39 1.81 -2.52  0.390
H26 -3.44 4.79 -1.74  0.416
H27 -3.40 3.40 -2.75  0.370
C9 -3.70 0.04 0.24  0.748
O10 -4.85 0.33 0.40  -0.661
N10 -2.71 0.43 1.00  -0.845
N11 -3.32 -0.77 -0.71  -0.868
H28 -1.77 0.27 0.65  0.389
H29 -2.97 1.18 1.62  0.423
H30 -4.03 -1.30 -1.20  0.408
H31 -2.33 -0.85 -0.87  0.392

As for the LUMO energy (spin up / spin down): -5.24 / -5.42 eV. The HOMO energy (spin up / spin down) comes out at -9.49 / -11.22 eV. The multiplicity is 2. The charge is +1. For the frontier orbital gap (spin up / spin down), the calculation gives 0.156 / 0.213 Ha.

=====

# 2
A cluster of 7 separate species, C9H31O7 in total, computed with ωB97M-V/def2-TZVPD.

Last column: natural (NBO) charge in e.
Atoms and positions in Å:
O1 -25.38 -13.83 6.34  -1.262
H1 -24.88 -14.60 6.64  0.439
C1 -25.24 -16.37 3.84  -0.248
O2 -25.77 -15.06 3.88  -0.765
H2 -25.59 -16.82 2.91  0.162
H3 -24.14 -16.33 3.84  0.141
H4 -25.56 -16.94 4.72  0.168
H5 -25.61 -14.66 4.78  0.506
C2 -26.84 -16.33 8.83  -0.248
O3 -26.39 -16.34 7.47  -0.752
H6 -27.30 -15.37 9.08  0.180
H7 -27.63 -17.08 8.94  0.157
H8 -26.02 -16.60 9.50  0.155
H9 -26.18 -15.41 7.26  0.490
C3 -22.00 -14.60 6.40  -0.252
O4 -22.60 -13.36 6.08  -0.759
H10 -20.92 -14.48 6.38  0.163
H11 -22.25 -14.91 7.42  0.157
H12 -22.25 -15.39 5.68  0.157
H13 -23.57 -13.50 6.21  0.501
C4 -29.26 -11.56 7.99  -0.622
C5 -27.98 -11.72 7.17  -0.063
O5 -27.95 -13.04 6.66  -0.774
H14 -29.22 -12.35 8.75  0.206
H15 -30.15 -11.74 7.39  0.201
H16 -29.28 -10.58 8.47  0.190
H17 -27.12 -11.58 7.84  0.158
H18 -27.93 -11.02 6.33  0.152
H19 -27.00 -13.31 6.58  0.516
C6 -23.86 -11.21 10.22  -0.620
C7 -24.03 -11.85 8.86  -0.065
O6 -24.88 -12.98 8.94  -0.777
H20 -24.73 -10.60 10.50  0.197
H21 -23.02 -10.50 10.19  0.194
H22 -23.64 -11.94 10.99  0.205
H23 -23.05 -12.10 8.44  0.163
H24 -24.48 -11.12 8.16  0.153
H25 -25.18 -13.18 8.02  0.511
C8 -24.20 -9.57 4.02  -0.620
C9 -24.74 -10.48 5.09  -0.067
O7 -25.22 -11.66 4.45  -0.754
H26 -24.91 -9.38 3.22  0.203
H27 -23.34 -10.04 3.53  0.209
H28 -23.91 -8.60 4.44  0.190
H29 -25.57 -10.01 5.65  0.145
H30 -23.93 -10.78 5.76  0.168
H31 -25.24 -12.38 5.12  0.510

As for the LUMO energy: 3.26 eV. The HOMO energy comes out at -6.26 eV. The multiplicity is 1. The charge is -1. The calculation puts the energy above the lowest of the compared OMol25 structures with the same formula, charge and spin at 12.84 kJ/mol. For the frontier orbital gap, the calculation gives 0.350 Ha.

=====

# 3
A cluster of 7 separate species, C9H32N2O7 in total, computed with ωB97M-V/def2-TZVPD.

Last column: natural (NBO) charge in e.
Atoms and positions in Å:
N1 -2.23 -2.28 -0.36  -0.837
C1 -2.10 -3.50 -0.77  0.779
N2 -3.05 -3.90 -1.65  -0.844
O1 -1.04 -4.25 -0.34  -0.780
H1 -1.46 -1.96 0.26  0.440
H2 -3.01 -1.64 -0.46  0.388
H3 -2.89 -4.87 -1.98  0.411
H4 -3.74 -3.34 -2.19  0.405
C2 2.46 3.22 1.39  -0.626
C3 1.40 3.87 0.59  -0.069
O2 1.49 3.36 -0.72  -0.715
H5 2.37 2.16 1.30  0.212
H6 2.42 3.52 2.45  0.216
H7 3.43 3.57 0.94  0.210
H8 1.43 4.97 0.70  0.163
H9 0.42 3.50 0.94  0.145
H10 0.86 3.96 -1.19  0.464
C4 -1.15 0.59 1.57  -0.646
C5 -0.82 -0.84 2.00  -0.073
O3 -0.11 -1.55 1.00  -0.727
H11 -1.63 1.20 2.36  0.217
H12 -1.81 0.51 0.73  0.200
H13 -0.30 1.02 1.08  0.206
H14 -1.64 -1.45 2.27  0.187
H15 -0.13 -0.67 2.88  0.161
H16 0.63 -0.97 0.78  0.509
C6 3.67 -1.21 1.20  -0.260
O4 2.48 -0.48 0.80  -0.750
H17 4.38 -0.42 1.50  0.164
H18 4.10 -1.70 0.33  0.187
H19 3.57 -1.84 2.14  0.204
H20 2.83 0.14 0.20  0.474
C7 1.91 -3.32 -0.63  -0.237
O5 1.48 -4.53 -1.12  -0.749
H21 1.50 -2.47 -1.21  0.151
H22 2.99 -3.33 -0.69  0.150
H23 1.62 -3.33 0.43  0.172
H24 0.65 -4.71 -0.73  0.501
C8 -0.52 0.77 -2.07  -0.235
O6 -0.02 0.25 -3.31  -0.722
H25 -1.42 0.18 -1.88  0.172
H26 -0.80 1.81 -2.25  0.140
H27 0.18 0.79 -1.24  0.184
H28 -0.62 0.55 -3.98  0.459
C9 -3.04 3.07 0.18  -0.259
O7 -3.07 2.57 -1.15  -0.717
H29 -3.74 2.55 0.85  0.189
H30 -3.50 4.06 0.10  0.163
H31 -2.05 3.21 0.62  0.166
H32 -2.44 3.15 -1.64  0.460

As for the LUMO energy: 0.16 eV. As for the SMILES: NC(N)=O.CCO.CCO.CO.CO.CO.CO. The HOMO energy comes out at -8.56 eV. The multiplicity is 1. The calculation puts the energy above the lowest of the compared OMol25 structures with the same formula, charge and spin at 7.08 kJ/mol. For the frontier orbital gap, the calculation gives 0.320 Ha.

=====

# 4
A structure of composition C9H34B2N4NiO3, computed with ωB97M-V/def2-TZVPD.

Last column: natural (NBO) charge in e.
Atoms and positions in Å:
Ni1 -0.84 0.75 0.44  1.550
B1 -2.87 0.46 1.20  -0.920
H1 -3.90 0.27 1.44  0.047
H2 -2.75 1.46 0.80  -0.004
H3 -2.20 0.32 2.04  0.023
H4 -2.53 -0.17 0.40  -0.049
B2 0.12 1.51 2.43  -0.798
H5 0.47 0.60 1.98  -0.048
H6 -0.54 1.34 3.27  0.008
H7 0.99 2.07 2.75  0.001
H8 -0.41 2.05 1.66  -0.065
C1 -0.43 -2.23 2.85  -0.623
C2 0.42 -2.09 1.60  -0.065
C3 1.04 -3.42 1.03  -0.078
O1 1.35 -3.23 -0.32  -0.576
C4 2.07 -4.40 -0.78  -0.255
N1 -0.38 -1.44 0.56  -0.841
H9 -1.30 -2.78 2.49  0.192
H10 -0.61 -1.22 3.22  0.276
H11 0.02 -2.80 3.66  0.212
H12 1.29 -1.48 1.84  0.203
H13 0.40 -4.29 1.15  0.163
H14 1.96 -3.65 1.57  0.170
H15 3.10 -4.44 -0.42  0.174
H16 2.10 -4.25 -1.86  0.197
H17 1.65 -5.37 -0.49  0.187
H18 -1.21 -2.01 0.65  0.376
H19 0.05 -1.82 -0.28  0.373
C5 -1.73 1.28 -3.73  -0.624
C6 -1.08 1.52 -2.42  -0.082
C7 -1.63 2.82 -1.74  -0.072
O2 -1.12 2.72 -0.43  -0.574
C8 -0.46 3.86 -0.03  -0.272
N2 -1.37 0.38 -1.62  -0.843
H20 -1.30 0.45 -4.29  0.206
H21 -1.51 2.15 -4.36  0.212
H22 -2.80 1.08 -3.73  0.212
H23 -0.01 1.49 -2.59  0.216
H24 -2.69 3.04 -1.67  0.204
H25 -1.24 3.68 -2.28  0.190
H26 -0.57 3.91 1.05  0.226
H27 -0.94 4.80 -0.30  0.180
H28 0.60 3.69 -0.22  0.191
H29 -1.02 -0.40 -2.16  0.372
H30 -2.38 0.30 -1.60  0.394
C9 2.50 0.60 -0.42  0.792
O3 1.31 0.99 -0.39  -0.721
N3 2.93 -0.58 -0.77  -0.823
N4 3.53 1.36 -0.05  -0.836
H31 3.91 -0.81 -0.70  0.393
H32 2.20 -1.29 -0.80  0.421
H33 4.48 1.14 -0.29  0.386
H34 3.34 2.06 0.66  0.425

As for the LUMO energy (spin up / spin down): 0.14 / 0.13 eV. The HOMO energy (spin up / spin down) comes out at -8.35 / -8.32 eV. The multiplicity is 3. The calculation puts the energy above the lowest of the compared OMol25 structures with the same formula, charge and spin at 0.00 kJ/mol. For the frontier orbital gap (spin up / spin down), the calculation gives 0.312 / 0.311 Ha.

=====

Which formula does entry 1 have? C9H31N11Na4O10S